{
  "formula": "C7H13F2N2O2S",
  "method": "wB97M-V/def2-TZVPD",
  "e_above_lowest_kcal_mol": 28.4,
  "gap_ev": 7.97,
  "charge": 1,
  "symbols": ["C", "C", "C", "C", "C", "C", "C", "N", "N", "O", "O", "F", "F", "S", "H", "H", "H", "H", "H", "H", "H", "H", "H", "H", "H", "H", "H"],
  "xyz": [[0.36, -1.86, 2.75], [0.70, 0.86, -0.11], [-1.18, 2.12, -1.60], [-1.38, 0.61, -1.66], [0.05, 1.18, -1.43], [0.80, -2.68, 1.68], [-2.17, -0.21, -0.72], [0.32, 1.15, 1.10], [0.89, 1.13, -2.61], [1.82, 0.19, -0.16], [2.50, -0.46, 2.61], [-2.54, 0.46, 0.40], [-1.48, -1.25, -0.25], [0.97, -0.43, 3.28], [-0.58, -2.22, 3.27], [-1.34, 2.59, -2.64], [-1.69, 2.62, -0.65], [-1.47, 0.28, -2.78], [-0.13, -2.80, 1.02], [1.52, -2.12, 1.05], [1.10, -3.70, 1.95], [-3.01, -0.55, -1.26], [-0.59, 1.49, 1.22], [1.53, 1.83, -2.53], [0.35, 1.39, -3.35], [1.92, -0.04, -1.02], [2.73, 0.43, 2.47]],
  "mulliken_charge": [0.18, 0.09, -0.89, 0.08, 0.97, -0.72, -0.10, -0.64, -0.69, -0.39, -0.38, -0.29, -0.22, 0.34, 0.35, 0.28, 0.23, 0.30, 0.19, 0.23, 0.38, 0.30, 0.19, 0.24, 0.30, 0.34, 0.35]
}

---

{
  "formula": "C7H13FO",
  "method": "wB97M-V/def2-TZVPD",
  "e_above_lowest_kcal_mol": 77.5,
  "gap_ev": [8.64, 8.65],
  "symbols": ["C", "C", "C", "C", "C", "C", "C", "O", "F", "H", "H", "H", "H", "H", "H", "H", "H", "H", "H", "H", "H", "H"],
  "xyz": [[-1.42, -0.99, -0.90], [-0.59, 0.29, -0.52], [-2.50, 0.08, 0.66], [1.31, 1.63, 0.18], [1.60, -0.55, -0.97], [0.70, -0.53, 1.37], [0.75, 0.22, 0.07], [-2.24, -1.24, 0.24], [-3.29, 0.73, -0.26], [-2.08, -0.76, -1.77], [-0.66, -1.86, -1.01], [-0.88, 1.14, -0.99], [-2.74, 0.16, 1.65], [2.16, 1.65, 0.87], [0.57, 2.15, 0.62], [1.58, 2.20, -0.67], [2.63, -0.51, -0.71], [1.40, -1.61, -1.15], [1.42, 0.01, -1.81], [1.79, -0.86, 1.68], [0.17, -1.38, 1.15], [0.33, 0.04, 2.27]],
  "mulliken_charge": [-0.35, -1.17, -0.05, -2.16, -1.78, -1.73, 2.16, -0.39, -0.26, 0.32, 0.32, 0.80, 0.36, 0.40, 0.62, 0.42, 0.47, 0.38, 0.49, 0.36, 0.50, 0.29]
}

---

{
  "formula": "C7H13IN2O2",
  "method": "wB97M-V/def2-TZVPD",
  "spin_multiplicity": 3,
  "gap_ev": [5.62, 5.63],
  "symbols": ["C", "C", "C", "C", "C", "C", "C", "N", "N", "O", "O", "I", "H", "H", "H", "H", "H", "H", "H", "H", "H", "H", "H", "H", "H"],
  "xyz": [[-1.72, 1.64, 0.73], [1.46, -1.78, 0.47], [-3.02, 2.32, 0.70], [1.43, 0.32, -2.90], [0.23, -2.69, 2.28], [1.34, -0.64, -1.76], [1.65, -0.67, -0.49], [0.57, -1.54, 1.40], [-1.37, 0.44, 0.67], [-0.84, 2.56, 1.11], [2.13, -2.78, 0.37], [2.65, 1.09, 0.32], [-3.45, 2.11, 1.69], [-3.62, 1.78, 0.03], [-2.90, 3.38, 0.30], [1.48, 1.29, -2.28], [2.43, 0.29, -3.48], [0.51, 0.22, -3.56], [-0.24, -3.40, 1.72], [1.20, -3.02, 2.64], [-0.47, -2.26, 2.95], [0.15, 2.39, 0.97], [0.63, -1.50, -1.96], [-0.13, -0.88, 1.37], [-2.11, -0.25, 0.34]],
  "mulliken_charge": [0.62, 0.34, -1.12, -0.96, -1.06, 0.09, 0.00, -0.12, -0.51, -0.44, -0.65, 0.01, 0.28, 0.39, 0.28, 0.27, 0.27, 0.28, 0.33, 0.33, 0.37, 0.19, 0.23, 0.45, 0.14]
}

---

{
  "formula": "C7H13N",
  "method": "wB97M-V/def2-TZVPD",
  "e_above_lowest_kcal_mol": 78.5,
  "gap_ev": 9.48,
  "symbols": ["C", "C", "C", "N", "C", "H", "H", "H", "H", "H", "H", "H", "H", "H", "C", "C", "C", "H", "H", "H", "H"],
  "xyz": [[-2.02, -1.06, -0.87], [-0.53, 0.86, -1.40], [-1.34, 0.22, -0.48], [-0.90, 1.74, 1.40], [-1.09, 0.41, 0.92], [-0.65, 1.75, 2.39], [-0.18, 2.24, 0.90], [-1.76, -0.14, 1.58], [-2.49, -0.99, -1.84], [-1.29, -1.88, -0.91], [-0.25, 1.90, -1.23], [0.80, 0.18, -0.84], [-2.79, -1.34, -0.15], [-0.69, 0.66, -2.45], [2.86, -0.65, -0.06], [1.42, -0.38, 0.17], [0.59, -0.48, 1.13], [3.40, 0.27, -0.31], [3.33, -1.08, 0.82], [2.99, -1.34, -0.89], [0.58, -0.88, 2.13]],
  "mulliken_charge": [-1.42, -1.37, 0.86, -0.66, -0.20, 0.27, 0.25, 0.48, 0.40, 0.25, 0.32, -0.07, 0.39, 0.41, -1.20, 0.74, -0.68, 0.28, 0.34, 0.27, 0.35]
}

---

{
  "formula": "C7H13N",
  "method": "wB97M-V/def2-TZVPD",
  "e_above_lowest_kcal_mol": 21.5,
  "gap_ev": 10.28,
  "smiles": "[H]/N=C(/C(=C)C)C(C)C",
  "symbols": ["H", "N", "C", "C", "C", "C", "C", "C", "C", "H", "H", "H", "H", "H", "H", "H", "H", "H", "H", "H", "H"],
  "xyz": [[-0.38, 1.06, 2.21], [0.30, 1.35, 1.51], [0.36, 0.53, 0.52], [1.10, 0.79, -0.75], [1.05, 2.05, -1.25], [1.93, -0.29, -1.36], [-0.62, -0.71, 0.35], [-0.80, -1.42, 1.69], [-1.95, -0.23, -0.21], [1.68, 2.35, -2.08], [0.52, 2.84, -0.73], [2.39, -0.92, -0.60], [1.31, -0.93, -2.00], [2.73, 0.12, -1.98], [-0.19, -1.44, -0.34], [-1.38, -0.81, 2.39], [0.17, -1.64, 2.16], [-1.33, -2.36, 1.55], [-1.82, 0.21, -1.20], [-2.41, 0.52, 0.44], [-2.65, -1.07, -0.31]],
  "mulliken_charge": [0.29, -0.74, 0.43, 0.76, -1.12, -1.36, 0.75, -1.70, -1.41, 0.31, 0.32, 0.31, 0.29, 0.43, 0.22, 0.33, 0.37, 0.43, 0.36, 0.30, 0.42]
}

---

{
  "formula": "C7H13N",
  "method": "wB97M-V/def2-TZVPD",
  "e_above_lowest_kcal_mol": 213.7,
  "gap_ev": 9.40,
  "symbols": ["C", "C", "C", "C", "C", "C", "C", "H", "H", "H", "H", "H", "H", "H", "H", "H", "H", "H", "H", "H", "N"],
  "xyz": [[1.80, -0.43, -0.33], [0.31, -1.03, 1.52], [-1.20, -0.90, 1.60], [-1.65, -0.15, 0.58], [-0.43, 0.29, -0.16], [-0.25, 1.79, -0.19], [-0.66, 0.00, -1.72], [2.58, -1.50, -0.92], [2.44, -0.04, 0.82], [1.63, 0.89, -1.20], [0.61, -1.92, 2.08], [0.76, -0.35, 2.16], [-1.80, -1.59, 2.32], [-2.72, 0.12, 0.21], [0.12, 2.09, 0.68], [1.00, 1.76, -0.52], [-1.16, 2.31, -0.54], [-1.11, 0.81, -2.47], [-1.36, -1.00, -1.84], [0.55, -0.32, -2.20], [0.52, -0.81, 0.13]],
  "mulliken_charge": [-0.77, -0.72, -0.34, -0.75, 0.66, -1.05, -0.96, 0.20, 0.24, 0.36, 0.38, 0.38, 0.30, 0.31, 0.52, 0.00, 0.39, 0.25, 0.31, 0.25, 0.06]
}

---

Energy values, unit hartree, following the record order: -1132.0717; -449.4556; -832.0067; -329.1463; -329.2372; -328.9308.